Density functional theory data (the ωB97M-V functional and the def2-TZVPD basis) for a cluster of 2 separate species, C6H10O in total in a non-equilibrium geometry.

```
17
Properties=species:S:1:pos:R:3:nbo_charge:R:1
C 2.67974 1.33968 -0.76508 -0.3780
C 1.42380 1.71039 -0.38125 -0.2160
C 0.43827 0.99411 0.55913 -0.2242
C 0.03060 -0.25203 0.55308 -0.2104
C -0.98663 -0.76186 1.54817 -0.2087
C -1.59821 -1.94308 1.42810 -0.4016
H 3.09602 1.52885 -1.82689 0.2037
H 3.32671 0.62804 -0.27689 0.1943
H 0.94550 2.46339 -1.00674 0.1938
H -0.04497 1.62697 1.19486 0.1910
H -0.06425 -1.02707 -0.22405 0.2394
H -0.98380 -0.17708 2.46804 0.1958
H -1.15660 -2.69986 0.74547 0.2027
H -2.43590 -2.26055 2.14421 0.2100
O -1.23830 -0.60524 -2.08172 -0.9461
H -2.17232 -0.91788 -2.13896 0.4769
H -1.25968 0.35323 -1.93949 0.4774
```

**HOMO level**: -8.65 eV
**Structure (SMILES)**: C=C/C=C/C=C.O
**Energy above the lowest of the compared OMol25 structures with the same formula, charge and spin**: 3.055 eV
**Total charge**: 0
**Kohn-Sham gap**: 9.4 eV